[1]
The following is a quantum chemistry calculation of C27H20BF4N6O6RuS6 as an isolated structure, from OMol25.

The electronic energy comes out at -4729.12475 hartree. As for the relative energy (zero: lowest compared OMol25 entry of this formula, charge and spin): 0.371 eV. The total charge is 0. The HOMO-LUMO gap (alpha / beta) is 7.508 / 5.065 eV. Its spin multiplicity is 6.

Element x y z (Å)
Ru 1.318 -0.769 -1.145
N -0.416 -1.644 -1.232
S -1.646 -0.881 -1.996
C -2.876 -0.593 -0.759
C -3.408 -1.640 -0.015
C -4.298 -1.343 0.999
C -4.652 -0.020 1.245
C -4.115 1.012 0.491
C -3.208 0.731 -0.520
C -2.390 -2.180 -2.973
C -1.618 -3.265 -3.351
C -2.180 -4.223 -4.184
C -3.485 -4.082 -4.629
C -4.243 -2.982 -4.245
C -3.697 -2.018 -3.414
H -0.722 -2.184 -0.411
H -3.127 -2.666 -0.219
H -4.696 -2.141 1.610
H -5.345 0.205 2.044
H -4.378 2.040 0.702
H -2.739 1.528 -1.081
H -0.603 -3.367 -2.991
H -1.591 -5.079 -4.482
H -3.918 -4.833 -5.277
H -5.262 -2.875 -4.591
H -4.283 -1.162 -3.103
O -1.423 -5.245 1.637
S -1.254 -3.973 2.270
O -2.404 -3.292 2.782
N -0.438 -2.956 1.218
C 0.730 -2.654 1.665
S 1.927 -1.681 0.879
C 1.082 -3.233 2.996
C 2.230 -3.069 3.751
C 2.300 -3.714 4.980
C 1.249 -4.501 5.440
C 0.094 -4.664 4.682
C 0.046 -4.017 3.467
H 3.046 -2.455 3.395
H 3.185 -3.601 5.591
H 1.331 -4.992 6.400
H -0.730 -5.271 5.031
F 0.582 1.343 -1.163
B 0.110 1.885 0.158
F 1.234 2.370 0.796
F -0.825 2.852 -0.121
F -0.429 0.783 0.816
S 5.851 4.963 1.442
C 4.962 4.225 0.286
S 5.452 2.770 -0.556
C 3.935 2.761 -1.393
N 3.152 3.739 -1.099
N 3.721 4.565 -0.204
C 2.920 5.669 0.251
C 1.606 5.416 0.609
C 0.815 6.476 1.022
C 1.337 7.761 1.078
C 2.655 7.994 0.710
C 3.457 6.945 0.289
S 3.423 1.612 -2.596
H 1.211 4.410 0.553
H -0.214 6.292 1.302
H 0.715 8.583 1.406
H 3.062 8.995 0.747
H 4.484 7.113 -0.001
O 3.933 -0.052 -0.611
N 3.241 0.189 -1.602
O 2.079 -2.244 -2.861
N 1.562 -1.498 -3.736
O 1.550 -1.750 -4.905
O 1.023 -0.418 -3.275

Here are the Mulliken charges for atoms 1 to 8, given in e: 0.1672 0.2264 0.5933 0.6456 -0.1998 -0.8287 -0.5052 -0.6736

=====

[2]
The following is a quantum chemistry calculation of C27H20BrCaN7O8S2 as an isolated structure at a distorted geometry, from OMol25.

The electronic energy comes out at -6074.34855 hartree. As for the relative energy (zero: lowest compared OMol25 entry of this formula, charge and spin): 1.947 eV. The total charge is -2. The HOMO-LUMO gap is 6.203 eV. Its spin multiplicity is 1.

Element x y z (Å)
Ca 0.403 -0.047 -0.917
O -6.833 0.786 -0.377
C -5.920 1.394 0.199
O -5.958 2.070 1.261
C -4.518 1.299 -0.440
C -3.569 2.290 -0.216
C -2.260 2.072 -0.595
N -1.853 0.937 -1.169
C -2.783 0.032 -1.507
C -4.122 0.189 -1.179
C -2.257 -1.206 -2.243
O -3.032 -1.818 -2.972
O -1.032 -1.482 -2.001
H -3.855 3.186 0.316
H -1.483 2.801 -0.390
H -4.841 -0.569 -1.454
O 4.319 -3.821 -4.816
C 3.587 -3.053 -3.964
C 2.353 -2.525 -4.310
C 1.694 -1.743 -3.386
N 2.178 -1.488 -2.164
C 3.349 -2.010 -1.867
Br 4.048 -1.591 -0.151
C 4.110 -2.800 -2.707
H 3.865 -3.853 -5.665
H 1.917 -2.695 -5.287
H 0.723 -1.323 -3.613
H 5.074 -3.184 -2.411
N -5.336 1.173 3.092
C -3.952 1.292 3.171
C -3.321 2.314 2.460
C -1.944 2.380 2.424
C -1.167 1.452 3.108
C -1.786 0.499 3.910
C -3.170 0.429 3.947
S 0.554 1.396 2.717
O 0.853 2.624 2.012
O 1.323 1.110 3.903
N 0.658 0.246 1.588
C 0.655 -1.074 1.874
N 0.708 -1.837 0.748
C 0.712 -3.148 0.871
C 0.681 -3.771 2.109
C 0.611 -2.918 3.200
N 0.592 -1.598 3.114
H -5.698 1.580 2.227
H -5.664 0.226 3.203
H -3.930 2.971 1.854
H -1.445 3.129 1.824
H -1.179 -0.211 4.454
H -3.655 -0.339 4.540
H 0.733 -3.712 -0.057
H 0.687 -4.845 2.216
H 0.559 -3.323 4.208
O 1.614 1.617 -1.920
N 2.893 1.717 -1.582
C 3.161 2.105 -0.310
C 4.439 2.245 0.154
C 5.490 1.981 -0.731
C 5.208 1.609 -2.017
C 3.883 1.472 -2.510
S 3.540 1.047 -4.113
H 2.280 2.295 0.290
H 4.596 2.543 1.180
H 6.520 2.068 -0.405
H 5.995 1.403 -2.728

Here are the Mulliken charges for atoms 1 to 8, given in e: 2.1372 -0.7230 0.1980 -0.6297 0.7632 -1.0480 -0.4397 -0.5242

=====

[3]
The following is a quantum chemistry calculation of C27H20Cl5O4RhS2 as an isolated structure at a distorted geometry, from OMol25.

The electronic energy comes out at -4549.74269 hartree. As for the relative energy (zero: lowest compared OMol25 entry of this formula, charge and spin): 0.000 eV. The total charge is 0. The HOMO-LUMO gap is 6.858 eV. Its spin multiplicity is 1.

Element x y z (Å)
Rh 0.242 -0.903 -0.385
Cl 3.036 -2.660 -6.624
C 2.749 -2.299 -4.967
C 1.484 -1.918 -4.541
Cl 0.175 -1.792 -5.647
C 1.275 -1.635 -3.201
Cl -0.307 -1.154 -2.643
C 2.270 -1.728 -2.225
O 2.074 -1.477 -0.960
C 3.551 -2.099 -2.689
Cl 4.812 -2.174 -1.522
C 3.782 -2.381 -4.025
Cl 5.357 -2.841 -4.537
O -1.418 0.004 0.436
C -0.843 0.064 1.561
O 0.352 -0.395 1.619
C -1.490 0.662 2.743
C -2.523 1.575 2.562
C -3.111 2.166 3.668
C -2.676 1.833 4.945
C -1.650 0.914 5.121
C -1.048 0.329 4.018
H -2.845 1.819 1.558
H -3.910 2.884 3.537
H -3.143 2.290 5.808
H -1.320 0.653 6.118
H -0.243 -0.385 4.131
C -1.141 5.919 2.501
C -0.520 4.814 1.692
C 0.171 3.776 2.312
C 0.732 2.751 1.570
C 0.603 2.771 0.188
C -0.081 3.788 -0.457
C -0.634 4.806 0.303
S 1.216 1.426 -0.800
C 2.979 1.534 -0.563
O 0.954 1.759 -2.216
H -1.079 5.709 3.568
H -2.191 6.050 2.239
H -0.636 6.868 2.312
H 0.256 3.760 3.392
H 1.243 1.935 2.066
H -0.181 3.759 -1.534
H -1.173 5.606 -0.191
H 3.300 2.454 -1.047
H 3.411 0.655 -1.038
H 3.213 1.537 0.500
S -0.369 -2.924 0.487
C -0.872 -4.105 -0.721
C -1.784 -5.079 -0.311
C -2.177 -6.084 -1.182
C -1.684 -6.122 -2.479
C -0.774 -5.157 -2.889
C -0.362 -4.162 -2.015
H -2.184 -5.040 0.694
H -2.884 -6.832 -0.847
H -2.001 -6.899 -3.162
H -0.368 -5.182 -3.892
H 0.382 -3.444 -2.339

Here are the Mulliken charges for atoms 1 to 8, given in e: 0.6227 -0.1976 0.3249 -0.2652 -0.1807 0.3624 0.0103 0.2042

=====

[4]
The following is a quantum chemistry calculation of a 3-piece molecular cluster, C27H20F6N3O4P overall at a distorted geometry, from OMol25.

The electronic energy comes out at -2446.39836 hartree. As for the relative energy (zero: lowest compared OMol25 entry of this formula, charge and spin): 0.000 eV. The total charge is 0. The HOMO-LUMO gap is 6.916 eV. As for the SMILES: N=P(O)(O)c1cc2c(cc1C(F)(F)C(F)F)C(=O)N(c1ccncc1)C2=O.Fc1ccccc1.Fc1ccccc1. Its spin multiplicity is 1.

Element x y z (Å)
N -0.954 1.428 2.788
P -1.302 0.281 1.741
O -2.349 -0.882 2.467
O -2.109 0.803 0.347
C 0.314 -0.592 1.292
C 0.364 -2.135 1.600
C 1.672 -2.888 1.290
C 2.884 -2.120 0.681
C 2.820 -0.611 0.382
C 1.506 0.197 0.690
C 1.541 1.757 0.390
F 2.038 2.392 1.584
F 0.301 2.319 0.004
C 2.595 2.173 -0.777
F 2.479 1.350 -1.937
F 3.923 2.314 -0.296
C 4.049 -3.197 0.524
O 5.283 -3.033 0.458
N 3.273 -4.481 0.533
C 2.919 -4.607 -0.888
C 1.498 -4.982 -1.421
C 1.094 -5.095 -2.897
N 2.041 -4.856 -3.925
C 3.337 -4.496 -3.487
C 3.927 -4.353 -2.074
C 2.110 -4.409 1.475
O 1.667 -5.305 2.216
H 0.076 1.428 2.934
H -2.226 -0.876 3.441
H -2.879 0.217 0.163
H -0.516 -2.682 2.068
H 3.757 -0.130 -0.068
H 2.259 3.227 -1.109
H 0.687 -5.207 -0.638
H 0.028 -5.407 -3.159
H 4.086 -4.269 -4.335
H 5.025 -4.080 -1.875
F -4.331 7.784 4.693
C -3.540 6.737 4.406
C -2.829 6.121 5.424
C -2.014 5.033 5.127
C -1.912 4.580 3.814
C -2.627 5.209 2.799
C -3.450 6.290 3.097
H -2.915 6.493 6.438
H -1.459 4.539 5.918
H -1.273 3.734 3.583
H -2.543 4.857 1.776
H -4.021 6.786 2.321
F -3.285 -0.718 -1.746
C -2.657 -0.666 -2.935
C -1.708 0.319 -3.161
C -1.055 0.369 -4.388
C -1.367 -0.558 -5.379
C -2.326 -1.539 -5.143
C -2.971 -1.597 -3.912
H -1.485 1.037 -2.380
H -0.305 1.131 -4.572
H -0.860 -0.515 -6.338
H -2.571 -2.259 -5.917
H -3.714 -2.360 -3.707

Here are the Mulliken charges for atoms 1 to 8, given in e: -0.6580 0.9833 -0.5884 -0.4563 0.4269 -0.8885 0.5259 0.1959

=====

[5]
The following is a quantum chemistry calculation of a 2-piece molecular cluster, C27H20FO8S4 overall at a distorted geometry, from OMol25.

The electronic energy comes out at -3335.27775 hartree. As for the relative energy (zero: lowest compared OMol25 entry of this formula, charge and spin): 1.182 eV. The total charge is -1. The HOMO-LUMO gap is 6.728 eV. Its spin multiplicity is 1.

Element x y z (Å)
C -3.839 0.887 5.883
C -2.891 1.674 5.230
C -2.311 1.191 4.060
C -2.676 -0.038 3.552
C -3.651 -0.810 4.170
C -4.218 -0.348 5.352
S -1.882 -0.572 2.035
O -1.051 -1.694 2.417
O -2.891 -0.631 1.010
C -0.861 0.869 1.758
C -0.180 1.146 0.633
C 0.357 2.485 0.459
C 1.254 3.021 1.402
C 1.669 4.340 1.340
C 1.223 5.175 0.310
C 0.356 4.660 -0.651
C -0.061 3.333 -0.581
S -1.058 2.061 3.094
O -1.632 3.269 2.530
O 0.137 2.077 3.911
H -4.302 1.251 6.798
H -2.609 2.657 5.587
H -3.931 -1.752 3.710
H -4.964 -0.962 5.846
H -0.010 0.352 -0.180
H 1.604 2.381 2.213
H 2.294 4.709 2.148
H 1.472 6.233 0.322
H -0.029 5.273 -1.464
H -0.747 2.936 -1.319
F 2.299 -0.011 -0.753
C 1.010 -0.103 -1.208
S 0.864 0.824 -2.818
C 0.582 -0.134 -4.326
C -0.734 -0.488 -4.606
C -1.027 -1.220 -5.748
C 0.008 -1.593 -6.614
C 1.312 -1.146 -6.374
C 1.603 -0.407 -5.226
O -0.469 1.390 -2.742
O 2.051 1.650 -2.962
S 0.466 -1.843 -1.378
C 1.458 -2.895 -0.299
C 2.355 -3.747 -0.937
C 3.207 -4.566 -0.204
C 3.173 -4.536 1.193
C 2.215 -3.745 1.839
C 1.352 -2.938 1.093
O -0.896 -1.866 -0.882
O 0.775 -2.298 -2.718
H -1.530 -0.214 -3.926
H -2.067 -1.482 -5.945
H -0.214 -2.203 -7.492
H 2.107 -1.354 -7.089
H 2.600 -0.034 -5.009
H 2.394 -3.744 -2.016
H 3.900 -5.222 -0.730
H 3.886 -5.136 1.768
H 2.146 -3.758 2.929
H 0.603 -2.351 1.606

Here are the Mulliken charges for atoms 1 to 8, given in e: -0.5714 -0.6841 0.3577 0.1907 -0.7049 -0.6134 1.3963 -0.7251

=====

[6]
The following is a quantum chemistry calculation of C27H21AuF12NO3Sb as an isolated structure, from OMol25.

The electronic energy comes out at -2896.29885 hartree. As for the relative energy (zero: lowest compared OMol25 entry of this formula, charge and spin): 0.916 eV. The total charge is 0. The HOMO-LUMO gap is 7.912 eV. Its spin multiplicity is 1.

Element x y z (Å)
Au 0.211 -0.319 -1.033
F 7.836 0.295 -2.055
C 6.640 0.513 -1.472
C 6.210 1.819 -1.319
C 4.981 2.035 -0.719
C 4.197 0.967 -0.279
C 4.664 -0.332 -0.452
C 5.896 -0.568 -1.055
Sb 2.313 1.317 0.648
C 3.046 2.668 2.144
C 4.369 2.567 2.572
C 4.866 3.379 3.583
C 4.016 4.294 4.166
F 4.489 5.091 5.145
C 2.695 4.418 3.786
C 2.220 3.592 2.778
C 1.694 2.742 -0.825
C 2.015 2.485 -2.158
C 1.524 3.277 -3.185
C 0.714 4.343 -2.857
F 0.231 5.123 -3.846
C 0.376 4.637 -1.553
C 0.859 3.817 -0.545
H 6.830 2.634 -1.666
H 4.630 3.054 -0.595
H 4.071 -1.171 -0.115
H 6.275 -1.570 -1.199
H 5.041 1.856 2.107
H 5.893 3.311 3.915
H 2.059 5.142 4.279
H 1.174 3.679 2.507
H 2.667 1.657 -2.414
H 1.762 3.078 -4.221
H -0.273 5.476 -1.344
H 0.560 4.041 0.470
F -1.844 2.017 0.951
C -2.645 1.157 0.332
F -2.364 -0.067 0.865
F -3.904 1.433 0.682
C -2.397 1.165 -1.214
O -1.081 1.179 -1.505
C -2.991 2.495 -1.805
F -4.332 2.542 -1.769
F -2.618 2.646 -3.070
F -2.543 3.548 -1.117
C -3.150 -0.040 -1.868
F -3.013 -0.020 -3.189
F -4.456 -0.079 -1.578
F -2.645 -1.231 -1.450
O 2.465 -2.387 1.112
C 1.387 -2.523 0.577
O 1.035 -2.213 -0.629
C 0.263 -3.217 1.375
N -1.061 -2.632 0.941
C -2.056 -3.742 0.889
C -1.214 -4.866 0.314
C 0.123 -4.720 1.051
H 0.387 -3.030 2.438
H -0.876 -2.278 -0.014
H -1.355 -1.829 1.495
H -2.910 -3.428 0.295
H -2.370 -3.951 1.911
H -1.080 -4.717 -0.758
H -1.680 -5.837 0.467
H 0.963 -5.066 0.453
H 0.116 -5.292 1.978

Here are the Mulliken charges for atoms 1 to 8, given in e: 0.7325 -0.3508 0.3571 -0.7741 0.1105 -0.4088 -0.5180 -0.5584

=====

[7]
The following is a quantum chemistry calculation of C27H21AuFN4O5 as an isolated structure at a distorted geometry, from OMol25.

The electronic energy comes out at -1871.98751 hartree. The total charge is +1. The HOMO-LUMO gap (alpha / beta) is 4.581 / 4.581 eV. Its spin multiplicity is 1.

Element x y z (Å)
Au -1.126 -0.342 1.634
O -1.273 4.326 1.550
C -1.355 4.485 2.859
C -1.194 5.779 3.382
C -1.278 5.997 4.736
C -1.549 4.941 5.609
C -1.698 3.659 5.120
C -1.579 3.404 3.754
C -1.623 2.036 3.253
O -1.622 1.815 2.002
N -1.660 1.060 4.163
N -1.530 -0.145 3.716
C -1.633 -1.241 4.388
C -1.497 -2.484 3.675
C -1.379 -3.734 4.289
C -1.313 -4.870 3.499
C -1.370 -4.747 2.117
C -1.472 -3.476 1.580
N -1.536 -2.395 2.333
H -1.394 3.368 1.335
H -1.002 6.580 2.687
H -1.132 6.992 5.125
H -1.634 5.125 6.669
H -1.900 2.827 5.777
H -1.841 -1.237 5.454
H -1.326 -3.809 5.364
H -1.222 -5.843 3.954
H -1.333 -5.609 1.471
H -1.524 -3.310 0.516
C 4.240 -1.705 -3.591
C 3.180 -0.751 -4.139
C 2.562 -1.310 -5.419
C 1.561 -0.305 -5.973
C 0.488 -0.111 -4.948
C -0.809 0.169 -5.313
C -1.811 0.245 -4.348
F -3.061 0.506 -4.733
C -1.544 0.029 -3.021
C -0.225 -0.230 -2.632
C 0.018 -0.483 -1.214
O -0.981 -0.607 -0.471
C 1.388 -0.602 -0.885
C 2.353 -0.621 -1.859
N 2.099 -0.532 -3.165
C 0.809 -0.289 -3.586
C 1.884 -0.869 0.585
O 2.871 -1.576 0.595
O 1.227 -0.338 1.485
H 4.772 -2.164 -4.419
H 3.779 -2.498 -3.007
H 4.974 -1.193 -2.977
H 3.639 0.219 -4.369
H 2.054 -2.251 -5.194
H 3.345 -1.511 -6.148
H 1.117 -0.659 -6.903
H 2.061 0.644 -6.182
H -1.064 0.320 -6.348
H -2.320 0.058 -2.273
H 3.384 -0.736 -1.557

Here are the Mulliken charges for atoms 1 to 8, given in e: 1.0992 -0.6280 0.2682 -0.6957 -0.3714 -0.7583 -0.3210 0.4291